Record 1
{
  "formula": "C4H9NO",
  "method": "ωB97M-V with the def2-TZVPD basis set",
  "energy_ha": -287.72100,
  "de_lowest_kcal_mol": 69.9,
  "homo_energy_ev": -8.858,
  "orbital_gap_ha": 0.359,
  "lumo_ev": 0.9,
  "elements": ["C", "C", "O", "C", "N", "C", "H", "H", "H", "H", "H", "H", "H", "H", "H"],
  "coordinates": [[-2.340, -0.516, -0.064], [-0.839, -0.286, 0.026], [-0.587, 1.123, 0.283], [0.698, 1.509, 0.536], [1.806, 0.903, 0.488], [2.159, -0.289, -0.196], [-2.829, -0.295, 0.889], [-2.784, 0.110, -0.843], [-2.546, -1.564, -0.318], [-0.405, -0.886, 0.836], [-0.362, -0.574, -0.918], [1.186, 2.478, 0.463], [1.874, -0.189, -1.251], [1.723, -1.195, 0.219], [3.246, -0.329, -0.150]]
}

---

Record 2
{
  "formula": "C2H5NO",
  "method": "ωB97M-V with the def2-TZVPD basis set",
  "energy_ha": -209.05374,
  "de_lowest_kcal_mol": 105.8,
  "homo_energy_ev": [-9.752, -9.752],
  "orbital_gap_ha": [0.367, 0.367],
  "lumo_ev": [0.2, 0.2],
  "elements": ["C", "C", "N", "O", "H", "H", "H", "H", "H"],
  "coordinates": [[2.191, 0.203, 0.072], [-1.451, -0.212, 0.119], [1.138, -0.455, -0.002], [-0.309, 0.608, -0.083], [3.142, -0.235, 0.398], [2.228, 1.229, -0.117], [-1.297, -1.158, 0.564], [-1.756, -0.584, -0.859], [-2.303, 0.291, 0.600]]
}